A) This record from the Open Molecules 2025 dataset describes a cluster of 3 separate species, C4H17N2O2 in total. The level of theory is ωB97M-V/def2-TZVPD.

The geometry in XYZ format:
```
25
Properties=species:S:1:pos:R:3:lowdin_charge:R:1
N -1.301 -1.504 -1.677 0.031
C -2.015 -0.684 -0.730 -0.263
C -1.424 -0.790 0.650 -0.134
N 0.008 -0.282 0.715 0.043
C 0.051 1.200 0.517 -0.168
C 1.482 1.736 0.521 -0.058
H 0.402 -0.771 -0.092 0.157
H -0.750 -1.083 -2.400 0.038
H -1.692 -2.416 -1.806 0.084
H -2.236 0.327 -1.048 0.116
H -3.022 -1.089 -0.602 0.126
H -1.381 -1.789 1.058 0.131
H -2.041 -0.266 1.381 0.132
H 0.358 -0.606 1.619 0.122
H -0.591 1.613 1.294 0.137
H -0.389 1.396 -0.448 0.096
H 1.729 2.277 1.426 0.081
H 2.238 1.027 0.230 0.077
H 1.528 2.527 -0.239 0.084
H 1.537 0.617 -3.202 0.065
H 0.172 1.228 -2.907 0.057
O 0.649 0.385 -2.891 -0.052
H 1.803 -1.423 3.411 0.068
H 2.922 -0.788 2.561 0.070
O 1.964 -0.842 2.658 -0.040
```

Results
2S+1: 1
Net charge: +1

***

B) This record from the Open Molecules 2025 dataset describes a cluster of 3 separate species, C4H17N2O2 in total. The level of theory is ωB97M-V/def2-TZVPD.

The geometry in XYZ format:
```
25
Properties=species:S:1:pos:R:3:lowdin_charge:R:1
C 1.128 -0.514 1.971 -0.206
N 1.511 0.904 2.020 0.000
C 0.097 -0.816 0.863 -0.335
N -0.709 0.414 0.611 0.048
C -2.165 0.039 0.314 0.005
C 0.647 -1.408 -0.401 -0.046
H 0.759 -0.904 2.933 0.125
H 2.120 -0.993 1.799 0.128
H 2.131 1.041 2.799 0.083
H 1.758 1.313 1.135 0.070
H -0.510 -1.556 1.367 0.142
H -0.415 1.014 -0.167 0.136
H -0.774 0.999 1.448 0.163
H -2.586 0.833 -0.330 0.096
H -2.723 -0.118 1.234 0.105
H -2.218 -0.846 -0.353 0.100
H 1.034 -2.413 -0.203 0.103
H 1.315 -0.784 -1.019 0.064
H -0.163 -1.526 -1.179 0.093
H -1.269 1.505 -3.071 0.074
H -1.901 0.117 -2.903 0.071
O -1.243 0.709 -2.536 -0.040
H 2.195 0.961 -1.952 0.067
H 0.724 0.925 -2.582 0.028
O 1.257 1.108 -1.798 -0.075
```

Results
2S+1: 1
Net charge: +1

***

Relative to the most stable one, in kcal/mol, the structures come out at A) 0.0; B) 12.6.

***

A) This record from the Open Molecules 2025 dataset describes a cluster of 3 separate species, C4H17N2O2 in total. The level of theory is ωB97M-V/def2-TZVPD.

The geometry in XYZ format:
```
25
Properties=species:S:1:pos:R:3:lowdin_charge:R:1
C 0.388 1.536 -0.111 -0.122
C -0.524 1.349 1.119 -0.183
C -0.137 0.182 2.025 -0.210
C 1.254 -1.812 1.769 -0.113
N 0.216 -0.979 1.167 -0.134
N 0.069 0.537 -1.216 0.161
H 1.419 1.357 0.164 0.127
H 0.346 2.533 -0.545 0.126
H -0.598 2.354 1.581 0.128
H -1.563 1.271 0.807 0.089
H -1.047 0.001 2.626 0.124
H 0.614 0.490 2.763 0.126
H 2.210 -1.291 1.774 0.084
H 1.440 -2.688 1.157 0.076
H 0.939 -2.163 2.760 0.088
H -0.648 -1.480 0.999 0.105
H 0.599 -0.311 -1.027 0.133
H -0.941 0.286 -1.194 0.105
H 0.219 0.979 -2.126 0.132
H -3.112 -1.208 -0.764 0.073
H -3.320 0.280 -1.047 0.075
O -2.667 -0.354 -0.723 -0.042
H 2.157 0.039 -4.441 0.060
H 1.173 -0.905 -3.793 0.051
O 1.514 -0.003 -3.722 -0.058
```

Results
2S+1: 1
Net charge: +1

***

B) This record from the Open Molecules 2025 dataset describes a cluster of 3 separate species, C4H17N2O2 in total. The level of theory is ωB97M-V/def2-TZVPD.

The geometry in XYZ format:
```
25
Properties=species:S:1:pos:R:3:lowdin_charge:R:1
N -0.597 -1.526 -0.554 0.020
C 0.416 -0.940 0.304 -0.220
C 0.781 0.454 -0.208 -0.126
N -0.464 1.064 -0.754 -0.173
C -0.309 1.546 -2.166 0.020
C -0.880 2.184 0.112 -0.014
H -1.268 -2.086 -0.053 0.063
H -0.174 -2.074 -1.305 0.105
H -1.174 0.323 -0.806 0.139
H 1.315 -1.529 0.482 0.105
H 0.032 -0.816 1.319 0.121
H 1.585 0.485 -0.947 0.125
H 1.275 1.040 0.564 0.134
H -1.131 1.150 -2.763 0.112
H 0.669 1.330 -2.570 0.098
H -0.462 2.616 -2.321 0.103
H -0.488 3.144 -0.207 0.104
H -0.879 2.036 1.187 0.111
H -1.956 2.398 -0.031 0.115
H 3.758 -1.832 1.053 0.047
H 4.614 -0.664 1.444 0.037
O 3.811 -0.866 0.971 -0.057
H -2.665 -2.250 1.622 0.043
H -3.676 -1.177 2.037 0.044
O -2.766 -1.297 1.764 -0.059
```

Results
2S+1: 1
Net charge: +1

***

C) This record from the Open Molecules 2025 dataset describes a cluster of 3 separate species, C4H17N2O2 in total. The level of theory is ωB97M-V/def2-TZVPD.

The geometry in XYZ format:
```
25
Properties=species:S:1:pos:R:3:lowdin_charge:R:1
C -0.602 0.076 0.668 -0.069
N -0.102 1.403 -0.109 0.032
C 1.489 1.319 -0.139 0.025
C -0.539 -1.197 -0.319 -0.245
N -1.222 -0.781 -1.502 -0.140
C -1.507 -1.770 -2.668 -0.019
H 0.050 -0.111 1.460 0.086
H -1.793 0.341 0.854 0.184
H -0.488 1.211 -1.096 0.169
H 1.795 0.243 -0.256 0.091
H 1.911 1.901 -0.983 0.093
H 1.912 1.803 0.813 0.120
H 0.459 -1.428 -0.686 0.105
H -0.828 -2.038 0.366 0.136
H -0.552 2.040 0.480 0.071
H -2.052 -0.247 -1.215 0.101
H -0.551 -2.138 -2.977 0.075
H -2.164 -2.526 -2.422 0.052
H -1.890 -1.270 -3.511 0.064
H 3.505 -1.855 2.405 0.053
H 4.170 -2.363 1.163 0.015
O 3.321 -2.116 1.480 -0.061
H -2.191 3.336 2.678 0.020
H -0.784 3.033 3.187 0.114
O -1.346 3.132 2.327 -0.072
```

Results
2S+1: 1
Net charge: +1

***

Relative to the most stable one, in kcal/mol, the structures come out at A) 0.0; B) 17.6; C) 47.0.

***

A) This record from the Open Molecules 2025 dataset describes a cluster of 2 separate species, C2H4BrNO in total. The level of theory is ωB97M-V/def2-TZVPD.

The geometry in XYZ format:
```
9
Properties=species:S:1:pos:R:3:lowdin_charge:R:1
C 1.587 -0.119 0.498 -0.690
C -1.571 -0.198 -0.352 -0.344
N 1.546 0.978 0.027 0.139
O -0.717 -1.019 0.269 -0.275
Br 2.460 -1.447 1.321 0.869
H -2.357 -0.815 -0.827 0.077
H -1.093 0.357 -1.180 0.060
H -2.058 0.524 0.327 0.061
H 2.203 1.738 -0.083 0.102
```

Results
2S+1: 1

***

B) This record from the Open Molecules 2025 dataset describes a structure of composition C2H4BrNO. The level of theory is ωB97M-V/def2-TZVPD.

The geometry in XYZ format:
```
9
Properties=species:S:1:pos:R:3:lowdin_charge:R:1
C 1.285 0.566 0.159 -0.809
C -0.033 -0.793 -0.232 -0.199
N 0.965 1.596 0.708 0.047
O -0.998 -1.037 0.708 -0.060
Br 2.888 0.036 -0.679 0.657
H 0.671 -1.560 -0.257 0.028
H -0.381 -0.277 -1.238 0.139
H 1.573 2.438 0.692 0.075
H -1.787 -0.459 0.822 0.123
```

Results
2S+1: 1

***

Relative to the most stable one, in kcal/mol, the structures come out at A) 63.5; B) 0.0.

***

A) This record from the Open Molecules 2025 dataset describes a cluster of 16 separate species, H32O16 in total. The level of theory is ωB97M-V/def2-TZVPD.

The geometry in XYZ format:
```
48
Properties=species:S:1:pos:R:3:lowdin_charge:R:1
O 11.484 12.589 0.878 -0.040
H 10.615 12.816 0.508 0.092
H 11.246 12.670 1.783 -0.019
O 11.511 17.806 3.749 -0.076
H 11.560 18.034 2.760 0.081
H 12.104 17.070 3.763 -0.044
O 13.810 16.217 2.309 -0.058
H 12.970 15.979 1.854 0.023
H 14.379 16.297 1.561 0.040
O 13.708 11.271 1.265 -0.043
H 12.879 11.753 1.279 -0.041
H 13.575 10.735 2.037 0.002
O 15.493 13.641 2.586 -0.022
H 16.264 14.173 2.820 0.086
H 15.872 12.781 2.607 0.060
O 11.264 15.228 1.911 -0.061
H 10.828 14.571 2.479 -0.006
H 10.535 15.878 1.818 0.085
O 15.674 13.924 5.652 -0.060
H 15.007 13.304 5.328 0.013
H 15.889 13.715 6.606 0.109
O 13.957 14.097 0.177 -0.046
H 13.066 13.737 0.292 0.005
H 14.386 13.874 0.980 -0.045
O 12.360 15.496 5.398 -0.060
H 11.956 15.729 6.259 0.092
H 13.213 15.920 5.532 0.031
O 11.970 10.800 3.642 -0.021
H 11.575 11.537 4.055 -0.024
H 11.253 10.322 3.269 0.054
O 12.891 13.421 3.534 -0.054
H 12.713 14.336 3.672 -0.006
H 13.825 13.442 3.235 0.022
O 11.820 12.569 5.992 -0.047
H 10.987 13.027 6.209 0.046
H 12.386 13.170 5.530 -0.024
O 14.457 11.305 4.846 -0.029
H 14.134 11.157 5.706 0.020
H 13.688 11.352 4.260 -0.008
O 15.013 16.326 4.926 -0.076
H 15.350 15.449 5.171 -0.031
H 14.898 16.179 3.973 0.005
O 9.532 15.392 4.839 -0.011
H 10.459 15.563 4.942 -0.006
H 9.362 14.993 5.699 0.068
O 9.943 13.281 3.341 -0.036
H 9.649 13.933 3.984 -0.001
H 9.221 12.708 3.170 0.061
```

Results
2S+1: 1

***

B) This record from the Open Molecules 2025 dataset describes a cluster of 16 separate species, H32O16 in total. The level of theory is ωB97M-V/def2-TZVPD.

The geometry in XYZ format:
```
48
Properties=species:S:1:pos:R:3:lowdin_charge:R:1
O 1.568 -2.832 0.430 -0.057
H 0.706 -2.557 0.182 -0.038
H 1.456 -2.459 1.318 0.002
O -0.338 3.324 -0.717 -0.040
H 0.274 2.670 -1.033 -0.033
H 0.013 3.543 0.150 0.039
O 0.531 -0.086 -0.066 -0.049
H 0.155 -0.584 0.671 -0.009
H -0.077 -0.296 -0.763 0.001
O -3.105 0.634 2.244 -0.079
H -3.567 1.438 2.548 0.053
H -2.181 0.741 1.991 -0.046
O -0.862 1.635 1.673 -0.058
H -0.743 1.108 0.873 0.019
H -1.176 2.544 1.486 0.101
O 2.872 1.424 0.421 -0.060
H 3.610 1.547 -0.152 0.054
H 2.183 1.389 -0.276 0.007
O 1.612 1.858 -1.972 -0.037
H 1.608 1.090 -2.548 0.048
H 1.820 2.664 -2.450 0.090
O -2.194 0.158 -0.754 -0.042
H -2.506 -0.301 -1.529 0.065
H -2.721 0.951 -0.546 0.103
O 3.253 -0.982 -0.787 -0.079
H 2.608 -1.678 -0.606 -0.012
H 2.811 -0.302 -0.285 -0.048
O -1.580 1.685 -3.056 -0.046
H -1.226 1.359 -2.225 -0.015
H -2.503 1.423 -3.095 0.034
O -0.596 -1.463 1.897 -0.014
H -0.466 -1.375 2.844 0.090
H -1.491 -1.787 1.798 0.029
O 1.515 1.096 2.737 -0.013
H 1.980 1.289 1.983 -0.052
H 0.630 1.266 2.421 -0.009
O 0.407 -0.675 -3.125 -0.035
H 1.011 -1.369 -3.319 0.044
H 0.311 -0.189 -3.976 0.074
O 2.200 -1.556 2.866 -0.109
H 1.896 -0.619 2.693 0.007
H 3.201 -1.582 2.764 0.094
O -0.785 -2.778 -1.268 0.006
H -1.416 -2.247 -1.661 -0.022
H -1.363 -3.340 -0.766 0.047
O -2.979 -2.068 0.672 -0.064
H -3.615 -2.500 0.055 0.083
H -2.725 -1.229 0.278 -0.022
```

Results
2S+1: 1

***

Relative to the most stable one, in kcal/mol, the structures come out at A) 0.0; B) 20.0.

***

A) This record from the Open Molecules 2025 dataset describes a structure of composition C2HCl3I2. The level of theory is ωB97M-V/def2-TZVPD.

The geometry in XYZ format:
```
8
Properties=species:S:1:pos:R:3:lowdin_charge:R:1
C -0.255 -0.694 0.498 -1.182
C 0.405 -0.214 1.797 -1.303
Cl -0.165 -2.509 0.405 0.538
Cl -1.911 -0.103 0.327 0.605
Cl 0.267 -1.035 3.272 0.602
I 4.749 0.423 1.734 -0.059
I 1.983 1.072 1.720 0.830
H 0.338 -0.436 -0.254 -0.031
```

Results
2S+1: 1

***

B) This record from the Open Molecules 2025 dataset describes a structure of composition C2HCl3I2. The level of theory is ωB97M-V/def2-TZVPD.

The geometry in XYZ format:
```
8
Properties=species:S:1:pos:R:3:lowdin_charge:R:1
C -0.147 -0.403 -0.481 -1.251
C 1.024 -1.190 -0.897 -1.362
Cl -0.575 0.825 -1.661 0.585
Cl -1.554 -1.558 -0.278 0.537
Cl 1.339 -1.466 -2.514 0.698
I 3.145 1.425 -0.044 -0.178
I 1.867 -2.461 0.514 0.925
H -0.008 0.059 0.498 0.046
```

Results
2S+1: 1

***

Relative to the most stable one, in kcal/mol, the structures come out at A) 0.0; B) 3.7.

***

A) This record from the Open Molecules 2025 dataset describes a structure of composition H12LiO6. The level of theory is ωB97M-V/def2-TZVPD.

The geometry in XYZ format:
```
19
Properties=species:S:1:pos:R:3:lowdin_charge:R:1
Li 11.729 -20.495 3.423 0.704
O 11.800 -18.856 4.959 -0.094
H 11.723 -17.932 4.687 0.067
H 11.278 -18.940 5.795 0.081
O 9.805 -21.073 4.431 -0.109
H 9.045 -21.516 3.967 0.092
H 9.857 -21.317 5.382 0.071
O 13.754 -19.770 2.493 -0.063
H 14.105 -20.641 2.670 0.025
H 14.281 -19.209 3.105 0.082
O 10.459 -19.134 1.867 -0.042
H 11.209 -18.718 1.405 0.071
H 10.132 -19.733 1.233 0.009
O 11.230 -21.828 1.933 -0.057
H 10.554 -21.780 1.295 0.036
H 11.288 -22.712 2.280 0.062
O 12.759 -21.802 4.600 -0.108
H 13.729 -21.979 4.485 0.095
H 12.544 -21.666 5.544 0.077
```

Results
2S+1: 1
Net charge: +1

***

B) This record from the Open Molecules 2025 dataset describes a structure of composition H12LiO6. The level of theory is ωB97M-V/def2-TZVPD.

The geometry in XYZ format:
```
19
Properties=species:S:1:pos:R:3:lowdin_charge:R:1
Li -0.020 0.272 -0.049 0.697
O 1.809 1.182 0.302 -0.073
H 1.929 1.032 1.219 0.031
H 2.493 0.629 -0.133 0.082
O 0.000 1.052 -1.965 -0.036
H -0.872 1.324 -1.957 0.007
H 0.575 1.797 -1.827 0.052
O -1.492 1.762 0.662 -0.064
H -1.114 2.634 0.478 0.071
H -2.133 1.883 1.366 0.066
O -1.536 -1.085 -0.553 -0.083
H -1.427 -2.029 -0.542 0.049
H -2.369 -0.927 -0.081 0.071
O 1.321 -1.612 -0.942 -0.076
H 1.093 -2.055 -1.757 0.055
H 1.771 -2.287 -0.346 0.096
O 0.138 -0.842 1.906 -0.079
H -0.655 -0.949 2.398 0.035
H 0.489 -1.782 1.820 0.097
```

Results
2S+1: 1
Net charge: +1

***

Relative to the most stable one, in kcal/mol, the structures come out at A) 7.0; B) 0.0.